(1)
This record from the OMol25 dataset describes a cluster of 7 separate species, C36H58BF4N8O5 in total. The level of theory is ωB97M-V/def2-TZVPD.

The HOMO energy comes out at -0.5031 Eh. The value obtained for the LUMO energy is -8.42 eV. The net charge is +3.

CARTESIAN COORDINATES (ANGSTROEM)
C (3.62, -7.53, -5.05)
N (3.26, -6.10, -4.95)
C (1.98, -5.73, -4.86)
C (1.69, -4.42, -4.58)
C (2.68, -3.47, -4.58)
C (3.96, -3.85, -4.93)
C (4.23, -5.18, -5.07)
C (2.40, -2.06, -4.31)
C (3.30, -1.31, -3.57)
C (3.07, 0.00, -3.26)
N (1.92, 0.54, -3.68)
C (1.03, -0.13, -4.44)
C (1.21, -1.45, -4.73)
C (1.71, 1.97, -3.48)
H (4.43, -7.76, -4.37)
H (3.90, -7.75, -6.08)
H (2.75, -8.15, -4.87)
H (1.18, -6.46, -4.90)
H (0.67, -4.12, -4.38)
H (4.79, -3.18, -5.13)
H (5.23, -5.59, -5.16)
H (4.24, -1.70, -3.20)
H (3.64, 0.71, -2.67)
H (0.28, 0.48, -4.92)
H (0.52, -1.99, -5.37)
H (0.66, 2.15, -3.69)
H (2.24, 2.56, -4.22)
H (1.87, 2.27, -2.46)
C (-7.48, -1.01, 6.38)
N (-6.39, -1.17, 5.34)
C (-6.77, -1.37, 4.06)
C (-5.87, -1.55, 3.07)
C (-4.50, -1.36, 3.33)
C (-4.15, -1.09, 4.64)
C (-5.08, -1.05, 5.64)
C (-3.49, -1.56, 2.26)
C (-2.50, -0.63, 1.96)
C (-1.72, -0.87, 0.85)
N (-1.88, -1.98, 0.11)
C (-2.72, -2.98, 0.51)
C (-3.61, -2.73, 1.51)
C (-1.09, -2.15, -1.16)
H (-7.82, 0.01, 6.35)
H (-6.97, -1.20, 7.33)
H (-8.22, -1.77, 6.21)
H (-7.83, -1.31, 3.89)
H (-6.17, -1.67, 2.04)
H (-3.11, -0.92, 4.93)
H (-4.81, -1.01, 6.68)
H (-2.44, 0.30, 2.51)
H (-0.93, -0.17, 0.61)
H (-2.70, -3.90, -0.06)
H (-4.31, -3.53, 1.72)
H (-0.69, -3.14, -1.35)
H (-0.20, -1.53, -1.01)
H (-1.69, -1.78, -1.99)
B (1.68, 1.12, 0.38)
F (2.00, 2.45, 0.04)
F (1.39, 0.33, -0.76)
F (2.77, 0.48, 1.03)
F (0.56, 1.20, 1.24)
O (-1.11, 0.97, -2.46)
C (-1.31, 2.19, -2.18)
N (-0.67, 2.82, -1.17)
C (-2.36, 2.97, -2.93)
H (-0.09, 2.23, -0.56)
H (-1.17, 3.63, -0.76)
H (-2.45, 4.01, -2.63)
H (-3.32, 2.48, -2.92)
H (-2.07, 2.96, -3.99)
O (3.24, -4.12, -0.69)
C (3.46, -3.07, -0.13)
N (2.46, -2.29, 0.32)
C (4.84, -2.58, 0.18)
H (2.68, -1.31, 0.55)
H (1.54, -2.53, 0.01)
H (4.87, -1.53, 0.48)
H (5.55, -2.83, -0.60)
H (5.18, -3.03, 1.12)
O (6.06, 2.10, -2.70)
C (5.08, 2.36, -2.02)
N (4.70, 1.68, -0.89)
C (4.26, 3.60, -2.37)
H (3.88, 1.92, -0.35)
H (5.39, 1.10, -0.43)
H (3.25, 3.61, -1.94)
H (4.04, 3.70, -3.44)
H (4.79, 4.52, -2.14)
C (-0.68, 1.10, 6.47)
O (-1.66, 1.13, 5.47)
C (-1.80, 2.34, 4.78)
C (-0.54, 2.73, 4.02)
N (-0.83, 3.44, 2.80)
C (-1.19, 4.83, 2.84)
C (-2.15, 5.10, 1.71)
O (-1.60, 5.09, 0.40)
C (-0.78, 6.17, 0.13)
H (-0.82, 0.22, 7.09)
H (-0.75, 1.97, 7.13)
H (0.34, 1.11, 6.06)
H (-2.16, 3.16, 5.42)
H (-2.61, 2.22, 4.05)
H (-0.05, 1.80, 3.71)
H (0.15, 3.23, 4.72)
H (-0.22, 3.13, 2.07)
H (-0.30, 5.48, 2.86)
H (-1.66, 5.06, 3.80)
H (-2.69, 6.06, 1.84)
H (-2.94, 4.36, 1.79)
H (0.12, 6.23, 0.76)
H (-1.27, 7.15, 0.19)
H (-0.39, 6.08, -0.89)

(2)
This record from the OMol25 dataset describes a cluster of 3 separate species, C36H58INO6P in total. The level of theory is ωB97M-V/def2-TZVPD.

The HOMO energy comes out at -0.1709 Eh. The value obtained for the LUMO energy is 2.02 eV. The net charge is -1.

CARTESIAN COORDINATES (ANGSTROEM)
C (4.01, -3.12, 4.75)
C (5.35, -2.69, 4.20)
O (5.29, -2.29, 2.83)
P (5.06, -0.76, 2.50)
O (6.17, 0.09, 3.00)
C (5.03, -0.65, 0.71)
C (4.02, -1.32, -0.24)
C (2.56, -1.57, 0.15)
C (1.87, -2.10, -1.17)
C (1.21, -1.03, -2.03)
C (0.52, -1.57, -3.30)
C (-0.09, -2.97, -3.21)
C (-1.23, -3.09, -2.22)
O (-1.88, -4.35, -2.45)
C (-2.30, -4.96, -1.26)
C (2.59, -2.83, 1.13)
O (2.43, -2.63, 2.35)
O (2.82, -3.91, 0.53)
N (1.88, -0.42, 0.73)
I (2.29, 1.46, 0.13)
C (0.72, -0.57, 1.59)
C (-0.38, -1.50, 1.13)
C (-1.58, -1.43, 2.10)
C (-1.46, -2.49, 3.20)
C (-2.90, -1.53, 1.34)
C (-3.18, -0.29, 0.48)
C (-3.63, 0.85, 1.36)
C (-2.95, 1.99, 1.47)
C (-2.16, 2.60, 0.33)
C (-2.93, 2.75, 2.77)
O (3.70, -0.29, 3.19)
C (3.64, 1.05, 3.68)
C (2.24, 1.27, 4.22)
H (3.24, -2.37, 4.58)
H (3.66, -4.04, 4.28)
H (4.09, -3.29, 5.82)
H (6.04, -3.53, 4.23)
H (5.80, -1.91, 4.83)
H (6.03, -1.01, 0.44)
H (5.06, 0.43, 0.55)
H (4.39, -2.31, -0.51)
H (4.03, -0.73, -1.17)
H (2.62, -2.63, -1.75)
H (1.11, -2.81, -0.85)
H (0.50, -0.43, -1.47)
H (1.98, -0.32, -2.36)
H (-0.26, -0.88, -3.62)
H (1.26, -1.58, -4.11)
H (0.67, -3.73, -3.04)
H (-0.52, -3.20, -4.20)
H (-0.88, -3.09, -1.19)
H (-1.98, -2.31, -2.38)
H (-2.85, -5.87, -1.51)
H (-1.44, -5.24, -0.63)
H (-2.97, -4.31, -0.69)
H (1.04, -0.89, 2.59)
H (0.27, 0.42, 1.73)
H (-0.71, -1.28, 0.11)
H (-0.02, -2.54, 1.13)
H (-1.55, -0.44, 2.57)
H (-2.37, -2.49, 3.80)
H (-0.65, -2.23, 3.88)
H (-1.30, -3.49, 2.79)
H (-2.97, -2.45, 0.74)
H (-3.71, -1.61, 2.08)
H (-2.27, 0.04, -0.02)
H (-3.89, -0.53, -0.32)
H (-4.56, 0.70, 1.92)
H (-2.14, 3.68, 0.47)
H (-1.12, 2.26, 0.34)
H (-2.61, 2.37, -0.63)
H (-2.98, 3.84, 2.63)
H (-1.99, 2.54, 3.29)
H (-3.78, 2.47, 3.40)
H (3.84, 1.77, 2.88)
H (4.36, 1.19, 4.49)
H (2.08, 0.58, 5.05)
H (1.48, 1.07, 3.47)
H (2.16, 2.28, 4.63)
C (-4.40, 8.40, 1.75)
C (-4.66, 7.03, 1.70)
C (-4.16, 6.27, 0.66)
C (-3.39, 6.86, -0.33)
C (-3.13, 8.23, -0.28)
C (-3.63, 8.99, 0.76)
H (-4.79, 8.99, 2.57)
H (-5.25, 6.57, 2.48)
H (-4.37, 5.21, 0.62)
H (-3.00, 6.26, -1.14)
H (-2.53, 8.69, -1.05)
H (-3.43, 10.05, 0.80)
C (-1.31, -0.12, -6.48)
C (-1.12, -1.45, -6.82)
C (-0.33, -1.78, -7.91)
C (0.28, -0.78, -8.65)
C (0.09, 0.56, -8.31)
C (-0.71, 0.89, -7.22)
H (-1.93, 0.14, -5.62)
H (-1.58, -2.23, -6.23)
H (-0.18, -2.82, -8.17)
H (0.90, -1.03, -9.50)
H (0.56, 1.34, -8.89)
H (-0.86, 1.92, -6.96)

(3)
This record from the OMol25 dataset describes a structure of composition C36H58MoN4O2P2. The level of theory is ωB97M-V/def2-TZVPD.

The HOMO energy (alpha / beta) comes out at -0.4933 / -0.4961 Eh. The expectation value of S² is 2.041. The value obtained for the LUMO energy (alpha / beta) is -6.16 / -6.62 eV. The multiplicity is 3. The net charge is +2.

CARTESIAN COORDINATES (ANGSTROEM)
Mo (-0.31, -0.04, 0.14)
C (-2.50, -3.35, -3.02)
C (-1.38, -2.46, -2.49)
C (-0.84, -1.51, -3.56)
P (-1.87, -1.49, -1.00)
C (-2.60, -2.66, 0.21)
C (-1.56, -3.73, 0.57)
C (-3.07, -1.87, 1.44)
C (-3.20, -0.32, -1.39)
C (-4.46, -0.63, -1.89)
C (-5.41, 0.37, -2.08)
C (-6.76, 0.06, -2.67)
C (-5.07, 1.68, -1.73)
C (-3.83, 1.99, -1.20)
C (-2.89, 0.99, -1.02)
N (-1.61, 1.20, -0.46)
C (-1.06, 2.51, -0.40)
C (-0.54, 3.10, -1.57)
C (-0.55, 2.37, -2.88)
C (-0.08, 4.41, -1.51)
C (-0.13, 5.14, -0.32)
C (0.36, 6.56, -0.30)
C (-0.64, 4.54, 0.82)
C (-1.12, 3.24, 0.81)
C (-1.78, 2.65, 2.03)
H (-2.11, -3.93, -3.86)
H (-3.32, -2.75, -3.41)
H (-2.87, -4.04, -2.28)
H (-0.55, -3.09, -2.13)
H (-1.62, -0.82, -3.90)
H (-0.49, -2.07, -4.42)
H (-0.01, -0.92, -3.18)
H (-3.47, -3.11, -0.25)
H (-0.60, -3.27, 0.81)
H (-1.41, -4.43, -0.25)
H (-1.90, -4.29, 1.44)
H (-2.24, -1.31, 1.90)
H (-3.45, -2.56, 2.19)
H (-3.86, -1.17, 1.19)
H (-4.72, -1.65, -2.14)
H (-7.00, -0.99, -2.56)
H (-6.77, 0.31, -3.73)
H (-7.53, 0.65, -2.19)
H (-5.79, 2.47, -1.88)
H (-3.59, 3.01, -0.92)
H (-0.41, 1.30, -2.74)
H (0.23, 2.74, -3.55)
H (-1.51, 2.51, -3.39)
H (0.30, 4.88, -2.40)
H (0.13, 7.06, -1.23)
H (1.45, 6.59, -0.18)
H (-0.08, 7.12, 0.53)
H (-0.70, 5.11, 1.74)
H (-1.59, 3.26, 2.90)
H (-1.44, 1.64, 2.24)
H (-2.86, 2.61, 1.88)
O (0.16, -0.38, 2.15)
P (1.36, -0.81, 3.00)
N (2.73, -0.20, 2.30)
C (2.65, 1.25, 2.03)
C (4.10, 1.64, 1.73)
C (4.87, 0.79, 2.73)
C (4.11, -0.54, 2.75)
N (1.05, -0.15, 4.47)
C (1.75, -0.55, 5.70)
C (0.78, -0.14, 6.81)
C (0.16, 1.13, 6.24)
C (-0.03, 0.81, 4.76)
N (1.49, -2.44, 3.10)
C (2.69, -3.29, 3.19)
C (2.19, -4.59, 3.83)
C (0.69, -4.60, 3.54)
C (0.32, -3.13, 3.70)
H (2.28, 1.81, 2.90)
H (1.97, 1.45, 1.19)
H (4.27, 2.70, 1.85)
H (4.36, 1.34, 0.71)
H (4.84, 1.25, 3.72)
H (5.91, 0.64, 2.45)
H (4.11, -0.98, 3.75)
H (4.54, -1.26, 2.05)
H (2.70, -0.01, 5.81)
H (1.97, -1.62, 5.70)
H (1.29, 0.02, 7.76)
H (0.02, -0.91, 6.94)
H (0.85, 1.97, 6.36)
H (-0.78, 1.39, 6.72)
H (0.06, 1.70, 4.13)
H (-1.01, 0.35, 4.58)
H (3.48, -2.85, 3.80)
H (3.09, -3.47, 2.19)
H (2.37, -4.58, 4.91)
H (2.70, -5.46, 3.42)
H (0.13, -5.24, 4.23)
H (0.52, -4.94, 2.52)
H (0.22, -2.88, 4.76)
H (-0.59, -2.85, 3.19)
C (2.44, 0.03, -1.81)
C (1.37, -0.45, -0.91)
O (1.37, -1.48, -0.25)
H (3.35, -0.56, -1.69)
H (2.65, 1.09, -1.62)
H (2.11, -0.04, -2.85)

(4)
This record from the OMol25 dataset describes a structure of composition C36H59As3N3O8P2SW. The level of theory is ωB97M-V/def2-TZVPD.

The HOMO energy (alpha / beta) comes out at -0.3514 / -0.4031 Eh. The energy above the lowest of the compared OMol25 structures with the same formula, charge and spin is 2.356 eV. The expectation value of S² is 2.037. The value obtained for the LUMO energy (alpha / beta) is -3.71 / -3.82 eV. The multiplicity is 3. The net charge is +1.

CARTESIAN COORDINATES (ANGSTROEM)
W (0.55, -0.55, 1.51)
O (1.25, 0.48, 2.95)
C (0.33, 0.86, 3.84)
C (-0.97, 1.34, 3.47)
C (-1.71, 2.03, 4.46)
C (-2.92, 2.57, 4.17)
C (-3.49, 2.50, 2.90)
C (-2.81, 1.80, 1.92)
C (-1.59, 1.20, 2.19)
O (-1.07, 0.38, 1.23)
N (-3.67, 3.27, 5.24)
O (-3.14, 3.33, 6.33)
O (-4.75, 3.74, 4.95)
H (0.68, 0.97, 4.85)
H (-1.31, 2.13, 5.46)
H (-4.45, 2.95, 2.71)
H (-3.23, 1.67, 0.93)
C (4.05, -2.15, 0.36)
As (3.09, -0.57, 0.97)
C (4.29, -0.36, 2.50)
C (4.08, 0.64, -0.27)
C (4.00, 2.17, -0.11)
C (4.39, 2.57, 1.32)
C (2.60, 2.71, -0.42)
As (1.08, 2.02, 0.65)
C (-0.29, 3.17, -0.18)
C (1.30, 3.33, 2.10)
C (5.06, 2.85, -1.03)
As (5.04, 3.10, -3.00)
C (3.53, 4.34, -3.21)
C (4.17, 1.49, -3.73)
H (5.10, -2.02, 0.60)
H (3.94, -2.34, -0.70)
H (3.66, -3.01, 0.91)
H (5.26, -0.01, 2.18)
H (4.37, -1.34, 2.95)
H (3.87, 0.31, 3.26)
H (3.76, 0.38, -1.28)
H (5.12, 0.32, -0.17)
H (3.72, 2.11, 2.04)
H (4.33, 3.65, 1.44)
H (5.41, 2.26, 1.54)
H (2.36, 2.51, -1.47)
H (2.59, 3.80, -0.28)
H (0.19, 3.95, -0.77)
H (-0.85, 3.64, 0.63)
H (-0.99, 2.61, -0.79)
H (1.58, 4.28, 1.66)
H (2.04, 3.03, 2.84)
H (0.34, 3.45, 2.61)
H (6.02, 2.37, -0.83)
H (5.17, 3.88, -0.68)
H (3.57, 5.11, -2.44)
H (2.55, 3.86, -3.20)
H (3.65, 4.85, -4.17)
H (4.71, 0.59, -3.43)
H (4.23, 1.57, -4.81)
H (3.12, 1.42, -3.45)
C (0.55, 0.60, -2.36)
P (0.09, -0.76, -1.24)
C (-1.78, -0.68, -1.43)
N (-2.18, 0.06, -2.42)
C (-3.50, 0.28, -2.58)
C (-3.98, 1.07, -3.65)
C (-5.31, 1.34, -3.76)
C (-6.23, 0.84, -2.80)
C (-5.80, 0.07, -1.76)
C (-4.42, -0.24, -1.64)
N (-4.00, -1.02, -0.62)
C (-2.72, -1.27, -0.51)
P (-2.10, -2.31, 0.90)
C (-3.18, -1.70, 2.25)
C (-3.00, -3.97, 0.61)
C (-4.52, -3.87, 0.77)
C (-2.43, -4.94, 1.65)
C (-2.71, -4.51, -0.80)
C (0.64, -2.21, -2.33)
C (2.06, -1.93, -2.85)
C (-0.33, -2.37, -3.50)
C (0.66, -3.50, -1.50)
H (-0.02, 0.48, -3.28)
H (1.61, 0.56, -2.56)
H (0.29, 1.57, -1.95)
H (-3.27, 1.44, -4.38)
H (-5.67, 1.94, -4.58)
H (-7.28, 1.06, -2.91)
H (-6.49, -0.32, -1.03)
H (-3.32, -2.50, 2.98)
H (-4.14, -1.38, 1.84)
H (-2.73, -0.86, 2.78)
H (-4.82, -3.66, 1.79)
H (-4.97, -4.82, 0.49)
H (-4.93, -3.10, 0.12)
H (-2.72, -4.67, 2.67)
H (-1.34, -4.98, 1.62)
H (-2.81, -5.95, 1.46)
H (-2.80, -3.73, -1.56)
H (-3.45, -5.28, -1.05)
H (-1.73, -4.97, -0.87)
H (2.06, -1.28, -3.72)
H (2.51, -2.88, -3.15)
H (2.69, -1.49, -2.08)
H (-0.40, -1.47, -4.11)
H (-1.33, -2.63, -3.16)
H (0.04, -3.19, -4.14)
H (1.53, -3.54, -0.85)
H (0.68, -4.36, -2.17)
H (-0.22, -3.58, -0.87)
O (2.11, -2.00, 3.12)
S (0.86, -2.64, 2.70)
O (0.59, -3.97, 3.08)
O (0.94, -2.41, 1.15)
O (-0.23, -1.58, 2.99)

The evaluated maximum force for the records listed, in turn: 2.08; 1.25; 1.91; 6.00 eV Å⁻¹.